C22H30BrF6NO9S | the ωB97M-V functional and the def2-TZVPD basis

As for the spin multiplicity: 1. The SMILES is C#C[C@H](OC[C@@](CN)(O[C@H](CC(=O)Br)OC[C@@H](C)CC(C)C)C(=O)C(F)(F)C(F)(F)C(F)(F)C(=O)O)S(C)(=O)=O. The charge is 0.

Last column: Löwdin charge in e.
Element x y z (Å)
C -2.15502 2.38571 -5.09631  0.126
C -2.43126 2.14479 -3.94081  -0.067
C -2.74273 1.63849 -2.48439  -0.341
O -1.54008 1.05458 -1.99745  -0.169
C -0.72653 2.04585 -1.28822  -0.081
C 0.35062 1.16088 -0.48145  -0.277
C -0.52209 0.14771 0.37478  -0.167
N 0.07490 -0.29341 1.65488  0.028
O 1.09300 0.50988 -1.53844  0.000
C 2.09223 -0.37602 -1.02963  -0.311
C 3.52386 0.31469 -1.37084  -0.062
C 4.50208 -0.63391 -2.15526  -0.754
O 4.34467 -0.87632 -3.31436  0.055
Br 6.02129 -1.42372 -1.14073  0.633
O 2.10215 -1.66905 -1.63608  -0.099
C 2.38644 -2.72048 -0.68655  -0.160
C 1.05259 -3.36523 -0.10025  -0.305
C 0.44125 -4.37322 -1.17694  -0.072
C 1.25539 -4.09039 1.30415  -0.134
C 0.01935 -3.80056 2.29997  -0.393
C -0.70073 -5.20362 2.66479  -0.082
C 0.48949 -3.04826 3.62237  -0.114
C 1.26236 2.14346 0.38757  -0.146
O 2.09045 1.75776 1.18401  0.157
C 1.21064 3.75663 0.24747  -0.230
F 1.42365 4.16637 -1.08347  0.090
F 2.30390 4.30004 0.94987  0.090
C -0.08581 4.41337 0.89224  -0.244
F -0.73931 3.39906 1.61746  0.102
F -0.88652 4.94506 -0.12435  0.109
C 0.18057 5.59333 1.91562  -0.262
F 0.73462 5.16451 3.11801  0.120
F 0.86254 6.67939 1.36582  0.115
C -1.27095 6.17188 2.32596  -0.359
O -1.74777 5.80534 3.37927  0.140
O -1.96869 7.04490 1.51220  0.106
S -3.94576 0.20789 -2.67667  0.701
C -3.99428 -0.78302 -1.10767  -0.133
O -5.29110 0.64766 -3.07447  -0.337
O -3.39143 -0.71612 -3.69155  -0.337
H -1.64480 2.62470 -6.06333  0.069
H -3.15893 2.47329 -1.85146  0.148
H -1.43724 2.58915 -0.60475  0.124
H -0.25443 2.67952 -2.09037  0.153
H -0.77252 -0.72502 -0.31022  0.135
H -1.52648 0.66193 0.56004  0.125
H -0.59699 -0.97180 2.05143  0.066
H 0.02380 0.50296 2.31187  0.087
H 2.09196 -0.52326 0.08662  0.147
H 3.31226 1.19237 -2.06637  0.139
H 3.98866 0.78635 -0.44599  0.114
H 2.91108 -3.56055 -1.25128  0.144
H 3.12371 -2.40896 0.12189  0.124
H 0.27231 -2.56317 0.05170  0.100
H 0.24026 -3.77975 -2.11817  0.085
H -0.56117 -4.77160 -0.82276  0.082
H 1.15163 -5.21030 -1.44854  0.086
H 2.16407 -3.66663 1.83829  0.109
H 1.42997 -5.20241 1.21807  0.113
H -0.77487 -3.16349 1.81067  0.102
H -1.79922 -5.00330 2.82418  0.075
H -0.51424 -5.88254 1.78501  0.067
H -0.18300 -5.58871 3.59590  0.080
H 1.00329 -2.06640 3.41797  0.060
H 1.24910 -3.71831 4.12800  0.083
H -0.37282 -2.84122 4.33221  0.083
H -2.90946 6.91026 1.75238  0.141
H -3.21520 -1.60132 -1.13192  0.076
H -5.00447 -1.28404 -1.09762  0.079
H -3.91424 -0.11362 -0.20404  0.066

---

C9H8AuN13O2 | the ωB97M-V functional and the def2-TZVPD basis

As for the spin multiplicity: 1. The value obtained for the relative energy (zero: lowest compared OMol25 entry of this formula, charge and spin) is 0.0 kJ/mol. The charge is 0.

Last column: Löwdin charge in e.
Element x y z (Å)
Au 0.38940 -0.47860 -0.10048  1.384
N 2.51070 0.18686 2.46599  0.158
C 1.19626 -0.02753 2.77336  -0.451
N 0.66442 0.04324 3.97381  0.051
N -0.64661 -0.21892 3.78618  -0.067
N -0.91414 -0.43381 2.55673  -0.052
N 0.25620 -0.32607 1.87128  -0.138
C 2.99704 0.24339 1.18585  -0.454
N 4.25692 0.41505 0.87290  0.050
N 4.27844 0.41724 -0.48243  -0.063
N 3.11705 0.25512 -0.97614  -0.041
N 2.24894 0.16561 0.07102  -0.139
H 3.15707 0.34983 3.21954  0.153
N -3.65391 -1.37109 -0.09733  0.136
C -3.17015 -2.65834 -0.20927  -0.037
C -1.82206 -2.54412 -0.27634  -0.080
N -1.50392 -1.21091 -0.21209  -0.047
C -2.61448 -0.51785 -0.09635  -0.249
C -2.66373 0.92062 0.03605  -0.294
N -1.59015 1.67284 0.01853  0.103
C -2.03642 2.95336 0.17047  -0.112
C -3.39719 2.97177 0.27675  -0.071
N -3.79362 1.66387 0.18761  0.112
H -4.62311 -1.12295 -0.01024  0.162
H -3.81650 -3.51555 -0.22791  0.121
H -1.06143 -3.29664 -0.38292  0.108
H -1.35507 3.78575 0.19416  0.108
H -4.10343 3.77163 0.40811  0.115
H -4.74344 1.34239 0.24485  0.154
O 0.61319 -2.80788 -1.80869  -0.030
C 0.67465 -1.81192 -2.49638  -0.508
O 0.50548 -0.58961 -2.09396  -0.219
H 0.81941 -1.85989 -3.58636  0.138

---

In eV, the HOMO-LUMO gap values for the records above are, in order, 9.207; 7.925.
In eV, the energy values for the records above are, in order, -140392.8232; -36619.1743.
In eV, the HOMO energy values for the records above are, in order, -10.03; -8.66.